[1]
# C6H12N2

A cluster of 2 separate species, C6H12N2 in total (wB97M-V/def2-TZVPD, the OMol25 dataset).

Properties
Energy relative to the best compared isomer or geometry (same formula, charge and spin) in kJ/mol: 194.3
HOMO in Ha: -0.3302
Multiplicity: 1
DFT total energy in Ha: -345.2539

Each line ends with the Löwdin charge.
Cartesian coordinates (Å):
N  -1.133  -0.278  1.390  0.064
N  -0.728  1.181  -0.261  0.074
C  -1.681  -0.791  0.143  -0.075
C  3.092  -1.094  0.446  -0.184
C  2.771  0.389  0.494  -0.169
C  -1.565  -0.054  -2.370  -0.033
C  -0.595  0.991  1.025  -0.177
C  -1.442  0.070  -0.843  -0.324
H  2.141  0.662  -0.389  0.075
H  -0.674  -0.552  -2.668  0.064
H  2.940  -1.666  1.346  0.034
H  -0.058  1.613  1.644  0.084
H  -0.809  -0.847  2.058  0.065
H  2.244  -1.704  0.007  0.077
H  -2.638  -0.360  -2.595  0.103
H  -1.600  0.913  -2.763  0.038
H  2.429  0.642  1.400  0.007
H  4.181  -1.286  0.202  0.083
H  3.681  0.925  0.205  0.066
H  -2.286  -1.729  0.274  0.125

[2]
# C6H12N2

The molecule C6H12N2 (wB97M-V/def2-TZVPD, the OMol25 dataset).

Properties
Energy relative to the best compared isomer or geometry (same formula, charge and spin) in kJ/mol: 103.3
HOMO in Ha: -0.2970
Multiplicity: 1
DFT total energy in Ha: -345.2885

Each line ends with the Löwdin charge.
Cartesian coordinates (Å):
N  0.154  -0.125  -0.105  -0.080
N  0.991  1.230  1.551  0.095
C  -0.907  -0.683  0.723  -0.335
C  1.702  1.661  -0.765  -0.026
C  -0.889  -0.601  2.045  0.044
C  0.935  0.915  0.309  -0.439
C  0.330  -0.654  -1.441  -0.067
C  -2.011  -1.357  -0.041  -0.064
H  -0.247  -0.097  -2.188  0.094
H  -1.710  -0.992  2.622  0.053
H  2.056  2.608  -0.362  0.076
H  1.489  2.095  1.731  0.052
H  -2.879  -1.456  0.606  0.078
H  1.081  1.865  -1.635  0.076
H  -0.042  -0.035  2.514  0.044
H  -1.727  -2.360  -0.365  0.076
H  1.379  -0.627  -1.731  0.083
H  0.023  -1.696  -1.465  0.083
H  -2.300  -0.780  -0.917  0.078
H  2.572  1.088  -1.088  0.080

[3]
# C6H12N2

The molecule C6H12N2 (wB97M-V/def2-TZVPD, the OMol25 dataset).

Properties
Energy relative to the best compared isomer or geometry (same formula, charge and spin) in kJ/mol: 79.4
HOMO in Ha: -0.3102
Multiplicity: 1
DFT total energy in Ha: -345.2976

Each line ends with the Löwdin charge.
Cartesian coordinates (Å):
N  0.020  -0.052  -0.325  -0.096
N  1.075  1.450  1.164  0.137
C  0.629  1.140  0.021  -0.472
C  -0.337  -0.995  0.659  -0.376
C  -1.204  -0.489  1.785  -0.051
C  0.781  2.162  -1.068  -0.037
C  -0.009  -2.279  0.557  0.056
C  -0.070  -0.458  -1.712  -0.058
H  0.914  -0.676  -2.139  0.095
H  0.998  0.733  1.877  0.037
H  -0.354  -2.992  1.283  0.063
H  1.221  3.051  -0.628  0.077
H  1.437  1.796  -1.856  0.078
H  -0.745  -0.677  2.754  0.081
H  0.608  -2.658  -0.238  0.060
H  -2.159  -1.014  1.765  0.082
H  -0.683  -1.355  -1.775  0.089
H  -1.394  0.576  1.684  0.075
H  -0.544  0.323  -2.307  0.081
H  -0.184  2.416  -1.502  0.080

[4]
# C6H12N2

A cluster of 2 separate species, C6H12N2 in total (wB97M-V/def2-TZVPD, the OMol25 dataset).

Properties
Energy relative to the best compared isomer or geometry (same formula, charge and spin) in kJ/mol: 7.7
HOMO in Ha: -0.3157
Multiplicity: 1
DFT total energy in Ha: -345.3249

Each line ends with the Löwdin charge.
Cartesian coordinates (Å):
N  -1.036  1.735  -1.168  0.093
N  -0.350  1.590  0.912  0.042
C  -2.431  -0.316  -1.405  -0.047
C  1.719  -1.223  -0.271  -0.160
C  -1.560  0.591  -0.607  -0.366
C  -0.324  2.305  -0.237  -0.215
C  -1.128  0.483  0.683  -0.089
C  2.203  -1.160  1.194  -0.167
H  -3.365  -0.525  -0.883  0.074
H  1.999  -0.195  1.658  0.040
H  3.285  -1.309  1.273  0.059
H  0.117  1.820  1.773  0.143
H  0.253  3.211  -0.314  0.113
H  -1.411  -0.186  1.471  0.115
H  -2.692  0.142  -2.350  0.070
H  1.604  -0.217  -0.679  0.056
H  2.468  -1.741  -0.876  0.059
H  0.814  -1.811  -0.344  0.051
H  -1.919  -1.254  -1.637  0.071
H  1.755  -1.939  1.807  0.057

[5]
# C6H12N2

The molecule C6H12N2 (wB97M-V/def2-TZVPD, the OMol25 dataset).

Properties
Energy relative to the best compared isomer or geometry (same formula, charge and spin) in kJ/mol: 428.0
HOMO in Ha: -0.3038
Multiplicity: 1
DFT total energy in Ha: -345.1648

Each line ends with the Löwdin charge.
Cartesian coordinates (Å):
N  0.317  0.905  0.600  -0.284
N  0.100  0.295  -0.615  -0.074
C  0.695  -1.180  -0.699  -0.247
C  1.943  -1.568  -0.484  0.057
C  0.231  2.326  0.373  -0.114
C  -0.304  0.467  1.816  -0.103
C  -0.582  -1.644  -1.377  -0.148
C  -1.259  -0.371  -0.883  -0.166
H  -0.486  -0.520  1.891  0.032
H  0.193  0.799  2.758  0.103
H  -1.053  -2.657  -0.999  0.131
H  0.635  2.452  -0.705  0.106
H  2.146  -2.647  -0.560  0.062
H  2.851  -1.118  -0.215  0.039
H  -1.847  0.205  -1.703  0.131
H  -0.848  2.764  0.469  0.105
H  -1.341  0.827  1.978  0.083
H  -0.588  -1.755  -2.581  0.150
H  -1.771  -0.501  0.041  0.076
H  0.968  2.921  0.895  0.060

[6]
# C6H12N2

A cluster of 2 separate species, C6H12N2 in total (wB97M-V/def2-TZVPD, the OMol25 dataset).

Properties
Energy relative to the best compared isomer or geometry (same formula, charge and spin) in kJ/mol: 29.4
HOMO in Ha: -0.3168
Multiplicity: 1
DFT total energy in Ha: -345.3167

Each line ends with the Löwdin charge.
Cartesian coordinates (Å):
N  -1.420  2.178  0.951  0.043
N  -2.395  1.886  -1.007  0.090
C  -0.690  0.424  -2.153  -0.041
C  -0.538  1.468  0.170  -0.084
C  2.432  -1.740  0.472  -0.158
C  1.307  -2.377  1.325  -0.168
C  -1.132  1.337  -1.049  -0.358
C  -2.529  2.370  0.189  -0.217
H  1.391  -2.237  2.401  0.055
H  -3.405  2.866  0.588  0.115
H  1.176  -3.436  1.093  0.060
H  0.348  -1.891  1.102  0.049
H  -1.589  -0.115  -2.437  0.076
H  3.052  -1.007  0.986  0.060
H  1.992  -1.357  -0.441  0.039
H  3.054  -2.599  0.201  0.058
H  -0.251  0.883  -3.035  0.069
H  0.474  1.247  0.466  0.111
H  -1.353  2.347  1.938  0.141
H  0.075  -0.247  -1.759  0.057

[7]
# C6H12N2

A structure of composition C6H12N2 (wB97M-V/def2-TZVPD, the OMol25 dataset).

Properties
Energy relative to the best compared isomer or geometry (same formula, charge and spin) in kJ/mol: 193.1
HOMO in Ha: -0.3106
Multiplicity: 1
DFT total energy in Ha: -345.2543

Each line ends with the Löwdin charge.
Cartesian coordinates (Å):
N  2.428  -0.465  0.140  0.061
N  -2.314  -0.653  0.088  0.068
C  -0.839  1.349  -0.156  -0.094
C  -0.997  -0.192  -0.045  -0.540
C  0.696  1.352  -0.051  -0.160
C  1.022  -0.092  -0.032  -0.557
C  0.011  -0.434  1.145  -0.025
C  0.078  -0.732  -1.035  -0.041
H  0.221  -1.911  -0.909  0.157
H  0.020  -1.459  1.468  0.104
H  -1.327  1.825  0.704  0.122
H  -3.120  0.046  0.082  0.114
H  2.468  -1.494  0.376  0.087
H  -0.072  -0.412  -2.060  0.108
H  -1.098  1.723  -1.118  0.100
H  -0.076  0.261  1.932  0.093
H  -2.482  -1.588  -0.291  0.082
H  1.347  1.900  -0.694  0.110
H  2.688  -0.430  -0.921  0.115
H  0.810  1.849  0.873  0.095

[8]
# C6H12N2

The molecule C6H12N2 (wB97M-V/def2-TZVPD, the OMol25 dataset).

Properties
Energy relative to the best compared isomer or geometry (same formula, charge and spin) in kJ/mol: 823.4
HOMO in Ha: -0.2871
Multiplicity: 1
DFT total energy in Ha: -345.0143

Each line ends with the Löwdin charge.
Cartesian coordinates (Å):
N  -0.681  1.371  1.233  -0.081
N  1.429  0.654  -0.504  -0.112
C  -0.751  0.345  0.128  -0.484
C  0.015  1.156  -0.975  -0.108
C  0.076  -1.633  -1.215  -0.073
C  -1.476  -0.931  0.669  0.039
C  1.294  -0.307  0.503  -0.290
C  -0.030  -0.952  0.152  -0.460
H  -0.746  1.098  2.367  0.152
H  -1.632  -0.532  1.717  0.097
H  -1.378  2.207  0.703  0.176
H  -0.746  -1.246  -1.952  0.097
H  0.959  -0.106  1.599  0.120
H  2.269  -1.038  0.551  0.161
H  -0.218  1.100  -2.202  0.151
H  0.200  -2.827  -1.182  0.126
H  0.922  -0.944  -1.581  0.076
H  -2.164  -1.593  0.110  0.107
H  2.260  1.288  -0.334  0.141
H  0.272  2.352  -0.477  0.165

[9]
# C6H12N2

The molecule C6H12N2 (wB97M-V/def2-TZVPD, the OMol25 dataset).

Properties
Energy relative to the best compared isomer or geometry (same formula, charge and spin) in kJ/mol: 594.3
HOMO in Ha: -0.2994
Multiplicity: 1
DFT total energy in Ha: -345.1015

Each line ends with the Löwdin charge.
Cartesian coordinates (Å):
N  -1.234  1.381  0.310  -0.019
N  2.003  -0.801  -0.151  0.036
C  -0.093  0.699  -0.535  -0.419
C  -0.799  -0.419  -1.296  -0.096
C  -0.124  -0.807  1.302  -0.064
C  0.926  0.106  0.460  -0.409
C  1.090  1.458  -0.159  -0.082
C  -1.097  -1.341  0.006  -0.127
H  -1.137  -2.420  -0.199  0.084
H  -0.651  1.652  1.173  0.063
H  -1.659  -0.323  -1.893  0.086
H  -0.913  -0.031  1.757  0.111
H  1.075  2.359  0.600  0.141
H  1.473  -1.703  -0.123  0.063
H  2.082  1.417  -0.616  0.092
H  -1.477  2.486  -0.029  0.158
H  0.499  -1.436  1.944  0.086
H  2.168  -0.350  -1.187  0.132
H  -2.056  -0.965  0.486  0.091
H  -0.074  -0.960  -1.850  0.073

[10]
# C6H12N2

A cluster of 2 separate species, C6H12N2 in total (wB97M-V/def2-TZVPD, the OMol25 dataset).

Properties
Energy relative to the best compared isomer or geometry (same formula, charge and spin) in kJ/mol: 366.2
HOMO in Ha: -0.2927
Multiplicity: 1
DFT total energy in Ha: -345.1884

Each line ends with the Löwdin charge.
Cartesian coordinates (Å):
N  -2.486  1.636  0.521  0.176
N  -0.567  -0.827  -0.702  -0.021
C  0.269  0.330  1.900  0.057
C  -0.388  0.473  -0.206  -0.391
C  0.665  1.259  -0.899  -0.180
C  -1.448  1.266  0.215  -0.263
C  1.981  0.461  -0.909  -0.069
C  -1.596  -1.849  -0.224  -0.053
H  -2.549  -1.343  -0.041  0.078
H  2.875  1.081  -1.056  0.094
H  0.338  -0.867  1.988  0.073
H  1.899  -0.359  -1.548  0.053
H  -1.805  -2.584  -0.928  0.044
H  0.827  2.139  -0.343  0.108
H  -1.315  -2.381  0.709  0.080
H  2.105  0.069  0.007  0.013
H  0.266  -1.391  -0.826  0.105
H  -0.556  0.644  2.467  -0.011
H  0.283  1.386  -1.848  0.098
H  1.202  0.858  1.723  0.010

Please write out number 4 again, unchanged.
# C6H12N2

A cluster of 2 separate species, C6H12N2 in total (wB97M-V/def2-TZVPD, the OMol25 dataset).

Properties
Energy relative to the best compared isomer or geometry (same formula, charge and spin) in kJ/mol: 7.7
HOMO in Ha: -0.3157
Multiplicity: 1
DFT total energy in Ha: -345.3249

Each line ends with the Löwdin charge.
Cartesian coordinates (Å):
N  -1.036  1.735  -1.168  0.093
N  -0.350  1.590  0.912  0.042
C  -2.431  -0.316  -1.405  -0.047
C  1.719  -1.223  -0.271  -0.160
C  -1.560  0.591  -0.607  -0.366
C  -0.324  2.305  -0.237  -0.215
C  -1.128  0.483  0.683  -0.089
C  2.203  -1.160  1.194  -0.167
H  -3.365  -0.525  -0.883  0.074
H  1.999  -0.195  1.658  0.040
H  3.285  -1.309  1.273  0.059
H  0.117  1.820  1.773  0.143
H  0.253  3.211  -0.314  0.113
H  -1.411  -0.186  1.471  0.115
H  -2.692  0.142  -2.350  0.070
H  1.604  -0.217  -0.679  0.056
H  2.468  -1.741  -0.876  0.059
H  0.814  -1.811  -0.344  0.051
H  -1.919  -1.254  -1.637  0.071
H  1.755  -1.939  1.807  0.057